(1)
73
Properties=species:S:1:pos:R:3:forces:R:3:mulliken_charge:R:1 method="wB97M-V/def2-TZVPD" charge=+3 total_energy_ha=-4576.171016 de_lowest_kj_mol=0.0 multiplicity=1 homo_energy_ha=-0.58814
Zr -0.17293 0.36116 1.02758 0.265 -0.326 0.419 0.692
Br 4.69167 1.46866 -4.38067 0.017 0.017 -0.065 -0.017
C 3.90727 1.24323 -2.71091 -0.037 -0.033 0.105 -0.117
C 2.51878 1.17251 -2.59595 0.078 -0.002 -0.059 -1.095
C 1.96367 1.01431 -1.34407 -0.115 0.050 0.116 0.808
C 2.75522 0.94266 -0.20175 0.038 0.034 -0.032 0.450
C 4.14178 0.98614 -0.32774 0.030 -0.043 0.099 -0.650
C 4.71385 1.13289 -1.57635 -0.080 -0.004 -0.002 -0.853
N 2.06494 0.85506 1.03807 0.051 -0.018 -0.045 0.526
C 2.60878 1.05162 2.18221 -0.063 0.022 -0.039 -0.375
C 1.77661 0.97434 3.38597 -0.072 0.017 -0.033 0.382
C 2.27731 1.24813 4.64080 0.031 -0.022 -0.056 -1.035
C 1.41884 1.20635 5.73802 -0.024 -0.007 -0.002 -0.377
C 0.08498 0.89808 5.53801 0.022 0.002 -0.017 -0.968
C -0.35414 0.63240 4.25093 0.008 0.018 0.061 0.243
N 0.46367 0.66071 3.18867 -0.028 -0.064 -0.136 0.344
H 1.89976 1.25133 -3.47836 -0.017 -0.009 0.001 0.510
H 0.87156 0.99368 -1.26346 -0.020 0.045 -0.120 0.281
H 4.78956 0.89004 0.53396 0.024 0.004 -0.016 0.390
H 5.78966 1.16265 -1.67718 0.007 0.011 -0.010 0.467
H 3.65830 1.31187 2.28556 -0.003 -0.019 0.036 0.448
H 3.32346 1.49518 4.76239 0.008 0.004 0.000 0.531
H 1.79104 1.41768 6.73174 0.015 0.004 0.004 0.495
H -0.61121 0.86290 6.36380 -0.030 -0.008 -0.013 0.489
H -1.39094 0.39008 4.05842 0.012 0.008 0.017 0.223
C -4.30060 -0.44610 -0.00520 0.007 -0.031 0.027 -1.038
Si -3.23174 0.02535 1.42027 -0.051 -0.252 0.012 0.235
C -2.12719 -1.46697 1.92302 -0.085 0.029 -0.131 -1.410
C -4.14356 0.63250 2.91146 0.039 0.048 -0.024 -1.133
N -1.96018 1.17881 0.91938 -0.021 0.522 -0.147 0.274
C -2.20336 2.56115 0.69146 -0.043 -0.098 -0.045 0.384
C -3.42628 3.21089 0.57551 -0.024 -0.061 0.007 -0.382
C -3.45132 4.58498 0.36017 -0.005 -0.046 0.002 -0.985
C -2.27983 5.32142 0.25410 0.046 -0.012 0.002 -0.567
C -1.03679 4.69482 0.35265 -0.032 0.023 -0.034 -1.086
C -1.08431 3.35009 0.56227 0.090 0.092 -0.014 0.491
F 0.11974 2.58036 0.66621 0.000 -0.055 0.007 0.171
H -4.97023 -1.25878 0.28590 -0.006 -0.020 -0.019 0.414
H -3.71720 -0.77675 -0.86637 -0.007 -0.010 -0.006 0.281
H -4.93043 0.38518 -0.32618 -0.003 0.014 -0.003 0.347
H -2.71816 -1.93749 2.71653 0.041 0.047 0.074 0.565
H -1.14712 -1.35206 2.42486 0.021 -0.081 0.087 0.531
H -2.02281 -2.22467 1.14751 0.046 0.028 -0.011 0.362
H -5.05512 0.04241 3.03335 0.005 -0.035 0.002 0.424
H -4.44837 1.67468 2.81699 -0.004 0.012 0.017 0.420
H -3.57130 0.53428 3.83461 -0.012 0.024 0.022 0.374
H -4.35178 2.65552 0.64453 -0.035 0.018 -0.011 0.369
H -4.40538 5.08503 0.27016 -0.005 0.009 0.001 0.459
H -2.32064 6.38840 0.08788 -0.006 0.007 -0.002 0.444
H -0.10517 5.23536 0.26336 0.014 -0.005 0.002 0.513
C 1.05659 -3.71377 0.30695 0.022 0.064 -0.062 -1.386
C 0.94589 -2.38115 0.63094 0.084 -0.058 0.167 0.214
N 0.17722 -1.53148 -0.07823 -0.159 0.129 -0.104 0.962
C -0.45287 -1.98125 -1.18004 0.011 -0.033 0.006 0.016
C -0.33967 -3.29147 -1.61555 -0.029 0.028 0.013 -0.244
C 0.39522 -4.17321 -0.82331 -0.033 -0.006 -0.027 -0.130
C -1.01221 -3.73345 -2.86136 0.022 0.024 0.012 -1.376
C -0.52794 -3.55207 -4.08679 0.001 0.030 -0.082 -0.650
C 0.75447 -2.91568 -4.44518 -0.040 -0.013 0.022 1.052
C 1.09866 -2.75296 -5.77908 -0.001 -0.008 0.074 -0.754
C 2.32569 -2.16496 -6.04536 0.069 0.029 -0.010 -0.321
N 3.15144 -1.78238 -5.07359 -0.025 -0.031 -0.091 -0.419
C 2.73312 -1.99753 -3.83650 -0.024 0.009 0.129 -0.441
N 1.57528 -2.52692 -3.45812 0.038 0.012 -0.089 -0.160
H 1.66398 -4.37355 0.90960 0.006 0.005 0.015 0.498
H 1.47375 -1.97662 1.49450 -0.022 0.011 -0.014 0.348
H -1.04447 -1.26452 -1.73951 0.008 -0.015 0.001 0.599
H 0.47323 -5.21324 -1.11404 0.005 -0.004 -0.007 0.573
H -1.95025 -4.26360 -2.73832 -0.001 -0.008 0.011 0.538
H -1.10646 -3.92545 -4.92337 -0.033 -0.013 0.023 0.395
H 0.44249 -3.07277 -6.57592 0.001 -0.011 -0.014 0.402
H 2.66194 -2.00207 -7.06237 -0.009 0.005 -0.003 0.426
H 3.41256 -1.71193 -3.03945 0.021 0.005 -0.002 0.602

(2)
86
Properties=species:S:1:pos:R:3:forces:R:3:mulliken_charge:R:1 method="wB97M-V/def2-TZVPD" charge=+2 total_energy_ha=-2973.759294 de_lowest_kj_mol=0.0 multiplicity=1 homo_energy_ha=-0.49172
Ta 0.60264 -0.06067 -0.07126 -1.380 -1.219 -0.187 0.585
N 5.76334 5.33072 0.05535 0.052 0.074 -0.067 -0.432
C 4.95372 4.34899 0.47754 0.004 -0.022 -0.114 1.009
C 4.67144 4.19059 1.85040 -0.102 -0.116 0.041 -0.883
C 3.83519 3.19446 2.27957 0.093 0.062 -0.170 -0.677
C 3.27101 2.31231 1.34241 0.284 0.386 -0.041 -0.195
C 3.55307 2.44845 -0.02414 0.082 0.065 0.029 -0.195
C 4.38063 3.44817 -0.45402 -0.023 -0.009 0.168 -1.050
S 2.18203 1.16665 1.92083 -0.154 -0.659 -0.283 2.064
O 2.30855 -0.07953 0.97747 0.473 0.470 0.678 -0.809
O 2.34801 0.91249 3.30295 -0.090 -0.149 0.008 -0.869
N 0.63370 1.37416 1.41625 0.206 0.586 0.247 0.131
C -0.09248 2.42680 2.05281 0.276 -0.836 -0.412 0.316
N -1.40174 2.38662 1.92232 -0.112 0.329 -0.101 0.101
C -2.05409 3.32482 2.61371 0.038 0.121 -0.025 -0.364
C -1.39557 4.25767 3.39612 0.046 -0.044 0.000 -0.956
C -0.01194 4.18137 3.43399 -0.135 0.034 -0.002 -0.488
N 0.65474 3.24627 2.75823 -0.171 0.389 0.160 -0.533
H 6.17722 5.98471 0.69680 -0.019 -0.029 0.007 0.207
H 5.94965 5.46337 -0.92322 0.010 0.005 0.019 0.208
H 5.11879 4.86562 2.56608 0.013 0.025 0.035 0.367
H 3.60991 3.08560 3.32918 -0.026 -0.027 0.048 0.553
H 3.17077 1.76074 -0.76389 -0.121 -0.093 -0.019 0.058
H 4.60915 3.53787 -1.50667 0.012 0.027 -0.049 0.415
H -3.13449 3.32545 2.53428 -0.032 -0.019 -0.001 0.551
H -1.93504 5.00660 3.95304 -0.024 0.039 0.033 0.463
H 0.57749 4.87623 4.01504 0.048 0.040 0.053 0.519
C 2.12296 -3.32134 0.81201 0.019 -0.010 -0.130 -0.862
Si 0.67855 -2.92533 1.92980 -0.044 0.096 -0.050 0.458
C 1.26793 -2.28264 3.56320 -0.015 0.104 0.050 -0.875
C -0.16689 -4.55266 2.24323 -0.075 -0.029 0.045 -1.276
C -0.48488 -1.65434 1.00555 0.429 0.052 -0.427 2.439
C -1.01058 -2.23569 -0.27952 0.041 -0.056 0.355 -1.258
C -1.77393 -3.37856 -0.51810 0.035 0.143 -0.058 -0.619
C -2.24600 -3.58872 -1.79870 -0.003 0.005 -0.008 -1.087
C -1.98270 -2.66600 -2.81437 0.061 0.095 0.066 -1.342
C -1.20569 -1.57279 -2.51733 -0.191 -0.192 0.099 -0.297
N -0.70410 -1.40784 -1.28283 0.048 0.273 -0.214 0.231
Si -2.03303 -1.07380 2.00792 0.075 0.021 0.099 0.563
C -3.08828 -2.51130 2.54431 -0.036 -0.003 0.002 -1.236
C -3.12908 -0.11518 0.82709 0.038 0.007 -0.124 -0.693
C -1.50690 -0.15170 3.53701 0.128 -0.053 0.114 -1.207
H 2.54092 -4.28733 1.09827 -0.038 -0.061 0.058 0.704
H 2.92744 -2.60006 0.90782 0.106 0.124 -0.011 0.034
H 1.84284 -3.40211 -0.24088 0.005 -0.012 -0.046 0.242
H 2.08793 -2.93093 3.87731 0.056 -0.037 0.059 0.458
H 0.48739 -2.36878 4.31740 -0.060 -0.001 0.078 0.319
H 1.63692 -1.25918 3.57695 -0.017 -0.043 -0.036 0.135
H 0.58639 -5.16387 2.74500 0.055 -0.054 0.038 0.406
H -0.46286 -5.09993 1.35199 -0.005 -0.033 -0.083 0.411
H -1.01382 -4.48572 2.91921 -0.069 -0.042 0.016 0.361
H -2.01563 -4.05390 0.28501 -0.010 -0.028 0.053 0.745
H -2.85338 -4.45800 -2.00770 -0.026 -0.044 -0.028 0.518
H -2.38948 -2.78830 -3.80553 -0.031 -0.026 -0.050 0.507
H -1.01734 -0.79515 -3.24341 0.034 0.044 -0.030 0.772
H -3.57995 -3.00122 1.70613 -0.026 -0.077 -0.048 0.357
H -3.88090 -2.08677 3.16480 -0.078 0.033 0.029 0.420
H -2.58791 -3.26149 3.14711 0.052 -0.018 0.077 0.324
H -3.82463 -0.81255 0.35676 -0.049 0.009 -0.050 0.469
H -2.61140 0.41410 0.02776 0.043 0.012 0.008 -0.175
H -3.71743 0.61373 1.38121 -0.089 0.057 0.056 0.423
H -1.36848 -0.86129 4.35140 0.008 -0.072 0.075 0.503
H -2.29204 0.53780 3.84552 -0.063 0.034 0.012 0.458
H -0.58012 0.40960 3.43724 -0.030 -0.083 0.062 0.345
N -1.68441 3.04310 -1.02073 0.252 0.032 -0.081 -0.292
C -0.53578 2.48777 -1.40940 -0.240 -0.301 0.155 0.547
O -0.43161 1.17778 -1.13799 0.139 0.362 -0.092 0.049
C 0.46202 3.15184 -2.08909 -0.206 0.295 0.157 0.737
C 0.35108 4.56703 -2.21759 0.210 -0.313 -0.248 -0.992
N 0.25838 5.70613 -2.32452 -0.114 0.303 0.092 -0.450
C 1.53110 2.47021 -2.71184 -0.090 0.062 0.075 0.122
N 2.40620 1.92064 -3.22070 0.105 -0.156 -0.018 -0.494
H -2.24634 2.56878 -0.33037 0.039 0.002 -0.006 0.141
H -1.86519 4.01535 -1.22098 0.004 -0.002 -0.004 0.267
C 3.23046 -1.13702 -4.89010 0.053 0.032 0.106 -0.847
N 3.03496 -1.08936 -3.44049 -0.076 0.041 0.050 0.293
C 4.01826 -1.17091 -2.48558 0.055 -0.033 0.074 -0.653
C 3.42048 -0.99193 -1.28975 -0.006 -0.043 -0.125 -0.859
N 2.04812 -0.80662 -1.49381 0.627 0.225 -0.107 1.344
C 1.89272 -0.85919 -2.82304 -0.209 -0.157 -0.123 -1.155
H 4.29882 -1.19694 -5.07635 -0.039 -0.005 -0.061 0.328
H 2.83985 -0.21971 -5.32305 -0.004 -0.025 -0.063 0.369
H 2.73951 -2.01594 -5.29910 -0.011 0.028 -0.054 0.343
H 5.04270 -1.35961 -2.74750 0.072 -0.006 0.041 0.493
H 3.86566 -1.00608 -0.31905 0.020 0.034 0.131 0.550
H 0.97798 -0.71813 -3.35985 -0.104 0.053 -0.014 0.386